P | {
  "formula": "C8H21ClN2Si",
  "method": "ωB97M-V with the def2-TZVPD basis set",
  "symbols": ["C", "C", "N", "C", "C", "Si", "Cl", "C", "C", "N", "C", "C", "H", "H", "H", "H", "H", "H", "H", "H", "H", "H", "H", "H", "H", "H", "H", "H", "H", "H", "H", "H", "H"],
  "xyz": [[1.969, -2.060, -1.996], [2.257, -1.709, -0.529], [1.632, -0.543, 0.017], [2.155, 0.756, -0.279], [1.750, 1.409, -1.609], [-0.542, -0.642, 0.559], [-0.606, -2.323, 1.653], [-1.562, -0.750, -1.046], [-3.066, -0.908, -0.826], [-1.038, 0.684, 1.516], [-0.736, 0.794, 2.924], [-1.419, 1.953, 0.939], [2.499, -2.972, -2.262], [0.903, -2.225, -2.140], [2.291, -1.268, -2.665], [1.949, -2.560, 0.088], [3.342, -1.586, -0.406], [3.251, 0.693, -0.242], [1.837, 1.423, 0.531], [0.667, 1.458, -1.687], [2.151, 2.420, -1.652], [2.134, 0.853, -2.459], [-1.380, 0.131, -1.662], [-1.204, -1.597, -1.632], [-3.272, -1.791, -0.225], [-3.478, -0.042, -0.315], [-3.577, -1.018, -1.781], [-0.493, -0.182, 3.331], [0.112, 1.465, 3.095], [-1.606, 1.194, 3.453], [-2.277, 2.359, 1.482], [-0.603, 2.678, 0.999], [-1.693, 1.828, -0.103]],
  "lowdin_charge": [-0.089, -0.351, -0.199, -0.344, -0.091, 0.281, 0.428, -0.333, -0.163, -0.337, -0.141, -0.128, 0.066, 0.048, 0.050, 0.078, 0.107, 0.108, 0.089, 0.047, 0.066, 0.050, 0.058, 0.055, 0.062, 0.061, 0.070, 0.043, 0.087, 0.086, 0.087, 0.085, 0.065],
  "smiles": "CCN(CC)[Si@](Cl)(CC)N(C)C",
  "lumo_energy_ha": 0.0287,
  "multiplicity": 1,
  "homo_ev": -7.407,
  "homo_lumo_gap_ha": 0.3009
}

Q | {
  "formula": "C8H21ClN2Si",
  "method": "ωB97M-V with the def2-TZVPD basis set",
  "symbols": ["C", "C", "N", "Si", "Cl", "C", "C", "C", "C", "H", "H", "H", "H", "H", "H", "H", "H", "H", "H", "H", "H", "H", "H", "H", "H", "H", "N", "C", "C", "H", "H", "H", "H"],
  "xyz": [[-1.772, -0.616, 2.741], [-2.429, 0.075, 1.556], [-1.683, 0.355, 0.321], [-0.270, 1.307, 0.391], [-0.670, 3.089, 1.266], [0.548, 1.662, -1.229], [1.719, 2.626, -0.995], [1.075, 0.313, -1.771], [-0.447, 2.167, -2.172], [-0.986, -1.291, 2.376], [-1.346, 0.070, 3.449], [-2.440, -1.433, 3.284], [-3.034, -0.731, 1.149], [-2.947, 0.967, 1.828], [-1.486, -0.562, -0.083], [0.735, 0.583, 1.304], [2.367, 2.500, -1.844], [1.343, 3.761, -1.028], [2.283, 2.431, -0.135], [0.874, 0.179, -2.836], [0.489, -0.494, -1.336], [2.086, 0.067, -1.660], [0.079, 2.261, -3.159], [-1.345, 1.635, -2.313], [-0.885, 3.243, -1.981], [1.005, -2.063, 2.339], [0.686, -2.488, 1.549], [1.444, -3.429, 1.134], [1.079, -4.282, -0.001], [2.429, -3.751, 1.515], [1.037, -5.321, 0.300], [0.172, -4.057, -0.416], [1.780, -4.102, -0.827]],
  "lowdin_charge": [-0.125, -0.340, -0.156, 0.108, 0.375, -0.728, -0.111, -0.084, -0.150, 0.010, 0.051, 0.114, 0.100, 0.085, 0.078, 0.011, 0.069, 0.123, 0.043, 0.083, 0.052, 0.060, 0.099, 0.056, 0.119, 0.002, 0.108, -0.276, -0.098, 0.115, 0.081, 0.037, 0.089],
  "smiles": "CCN[Si@H](Cl)C(C)(C)C.[H]/N=C/C",
  "lumo_energy_ha": 0.0277,
  "multiplicity": 1,
  "homo_ev": -9.096,
  "homo_lumo_gap_ha": 0.3620
}

In eV, relative to the most stable structure: P 0.000; Q 1.293.

P | {
  "formula": "C22H29N3O5S",
  "method": "ωB97M-V with the def2-TZVPD basis set",
  "symbols": ["C", "C", "H", "H", "O", "C", "O", "N", "C", "H", "C", "H", "H", "C", "N", "C", "O", "C", "H", "H", "S", "O", "C", "C", "C", "O", "C", "N", "C", "C", "C", "C", "C", "C", "C", "H", "H", "H", "H", "H", "H", "H", "C", "H", "H", "H", "H", "H", "H", "C", "H", "C", "H", "H", "H", "H", "H", "H", "H", "H"],
  "xyz": [[5.097, -0.629, -2.845], [4.172, -1.047, -1.710], [4.737, -1.313, -0.815], [3.549, -1.891, -2.021], [3.325, 0.025, -1.306], [2.199, 0.197, -2.039], [1.856, -0.548, -2.931], [1.511, 1.296, -1.670], [1.911, 2.205, -0.622], [2.837, 1.846, -0.177], [0.812, 2.316, 0.435], [1.109, 3.039, 1.196], [0.670, 1.343, 0.911], [-0.498, 2.738, -0.222], [-1.528, 2.854, 0.794], [-2.769, 3.273, 0.518], [-3.156, 3.645, -0.572], [-3.700, 3.289, 1.728], [-3.457, 4.141, 2.364], [-4.733, 3.372, 1.396], [-3.580, 1.807, 2.821], [-2.169, 1.753, 3.242], [-3.766, 0.500, 1.484], [-2.697, -0.504, 1.652], [-2.365, -1.221, 2.768], [-1.283, -1.970, 2.460], [-0.991, -1.687, 1.170], [-1.808, -0.811, 0.658], [0.135, -2.369, 0.555], [1.138, -2.830, 1.414], [2.222, -3.529, 0.929], [2.313, -3.790, -0.430], [1.324, -3.339, -1.283], [0.226, -2.620, -0.820], [-0.796, -2.178, -1.816], [-1.190, -3.042, -2.350], [-0.311, -1.532, -2.546], [-1.610, -1.641, -1.344], [1.395, -3.536, -2.342], [3.154, -4.345, -0.820], [2.990, -3.874, 1.604], [1.054, -2.625, 2.471], [-2.945, -1.280, 4.131], [-4.032, -1.253, 4.081], [-2.624, -2.193, 4.625], [-2.606, -0.425, 4.716], [-3.707, 0.952, 0.498], [-4.756, 0.075, 1.646], [-1.344, 2.442, 1.705], [-0.868, 1.716, -1.303], [-1.785, 2.029, -1.802], [0.264, 1.631, -2.322], [0.061, 0.865, -3.070], [0.379, 2.598, -2.828], [-1.031, 0.743, -0.836], [-0.387, 3.724, -0.694], [2.090, 3.194, -1.065], [5.769, -1.447, -3.089], [4.509, -0.380, -3.724], [5.684, 0.240, -2.554]],
  "lowdin_charge": [-0.057, -0.224, 0.125, 0.096, -0.009, -0.528, 0.074, -0.027, -0.126, 0.124, -0.108, 0.124, 0.125, -0.299, 0.111, -0.568, 0.065, -0.222, 0.099, 0.099, 0.958, -0.529, -0.207, -0.289, -0.252, 0.129, -0.261, 0.180, -0.092, -0.019, -0.079, -0.088, -0.053, -0.196, -0.027, 0.089, 0.068, 0.056, 0.122, 0.106, 0.102, 0.115, 0.004, 0.088, 0.090, 0.080, 0.093, 0.094, 0.097, -0.110, 0.116, -0.120, 0.120, 0.134, 0.091, 0.158, 0.133, 0.076, 0.076, 0.076],
  "lumo_energy_ha": 0.0179,
  "multiplicity": 1,
  "homo_ev": -8.251,
  "homo_lumo_gap_ha": 0.3211
}

Q | {
  "formula": "C22H29N3O5S",
  "method": "ωB97M-V with the def2-TZVPD basis set",
  "symbols": ["C", "O", "C", "C", "C", "C", "N", "C", "C", "O", "N", "C", "C", "N", "C", "C", "C", "C", "C", "C", "C", "C", "C", "S", "C", "O", "O", "C", "O", "C", "C", "H", "H", "H", "H", "H", "H", "H", "H", "H", "H", "H", "H", "H", "H", "H", "H", "H", "H", "H", "H", "H", "H", "H", "H", "H", "H", "H", "H", "H"],
  "xyz": [[-5.816, -3.038, 1.183], [-4.624, -2.994, 0.435], [-3.941, -1.819, 0.370], [-4.330, -0.636, 0.982], [-3.551, 0.499, 0.822], [-2.384, 0.469, 0.084], [-1.594, 1.616, -0.145], [-1.094, 2.387, 0.965], [-0.176, 1.520, 1.835], [-0.476, 1.284, 2.995], [0.917, 1.015, 1.247], [1.458, 1.349, -0.052], [2.781, 2.112, 0.150], [3.746, 1.412, 0.968], [4.673, 0.524, 0.292], [4.101, -0.706, -0.378], [3.722, -0.671, -1.715], [3.192, -1.793, -2.329], [3.029, -2.966, -1.611], [3.409, -3.014, -0.281], [3.947, -1.894, 0.328], [3.154, 0.951, 2.204], [1.829, 0.194, 2.018], [-1.816, 2.388, -1.588], [-3.278, 3.441, -1.338], [-2.140, 1.427, -2.594], [-0.684, 3.248, -1.791], [-1.969, -0.734, -0.516], [-0.789, -0.693, -1.173], [-0.430, -1.798, -1.969], [-2.762, -1.860, -0.378], [-5.637, -2.801, 2.237], [-6.569, -2.355, 0.779], [-6.177, -4.061, 1.101], [-5.228, -0.577, 1.575], [-3.860, 1.420, 1.293], [-1.898, 2.748, 1.620], [-0.558, 3.240, 0.546], [0.768, 1.948, -0.638], [1.638, 0.414, -0.591], [3.226, 2.339, -0.819], [2.556, 3.060, 0.653], [5.411, 0.215, 1.039], [5.190, 1.128, -0.460], [3.849, 0.239, -2.283], [2.915, -1.753, -3.372], [2.616, -3.841, -2.090], [3.295, -3.929, 0.282], [4.260, -1.945, 1.362], [3.872, 0.325, 2.736], [2.952, 1.837, 2.818], [1.369, -0.010, 2.985], [1.991, -0.745, 1.480], [-3.457, 3.972, -2.263], [-3.068, 4.134, -0.535], [-4.111, 2.792, -1.103], [-1.208, -2.027, -2.702], [-0.225, -2.683, -1.357], [0.480, -1.502, -2.486], [-2.495, -2.803, -0.826]],
  "lowdin_charge": [-0.087, -0.077, -0.264, -0.017, 0.001, -0.207, -0.196, -0.089, -0.433, 0.054, -0.032, -0.110, -0.137, -0.165, -0.145, -0.218, -0.054, -0.098, -0.099, -0.077, -0.060, -0.145, -0.103, 0.620, -0.102, -0.261, -0.303, -0.208, -0.079, -0.058, 0.078, 0.096, 0.096, 0.093, 0.102, 0.122, 0.128, 0.124, 0.090, 0.114, 0.122, 0.128, 0.123, 0.123, 0.115, 0.106, 0.103, 0.104, 0.114, 0.119, 0.128, 0.123, 0.113, 0.065, 0.061, 0.057, 0.105, 0.098, 0.078, 0.120],
  "smiles": "COc1ccc(N(CC(=O)N2CCN(Cc3ccccc3)CC2)S(C)(=O)=O)c(OC)c1",
  "lumo_energy_ha": 0.0235,
  "multiplicity": 1,
  "homo_ev": -7.935,
  "homo_lumo_gap_ha": 0.3151
}

In eV, relative to the most stable structure: P 0.000; Q 2.260.

P | {
  "formula": "C5H9N4O",
  "method": "ωB97M-V with the def2-TZVPD basis set",
  "symbols": ["C", "N", "C", "N", "N", "C", "N", "C", "C", "O", "H", "H", "H", "H", "H", "H", "H", "H", "H"],
  "xyz": [[1.006, 0.328, 2.156], [0.648, 0.357, 0.803], [1.194, 0.943, -0.237], [2.255, 1.743, -0.059], [0.612, 0.714, -1.494], [-0.367, -0.042, -1.607], [-1.100, -0.981, -0.768], [-2.263, -1.639, -1.444], [-1.040, -1.212, 0.477], [-1.172, -1.496, 1.566], [0.327, -0.435, 2.584], [2.037, 0.010, 2.297], [0.921, 1.304, 2.609], [2.624, 2.275, -0.853], [2.760, 1.940, 0.825], [-1.032, 0.149, -2.485], [-2.033, -2.018, -2.421], [-2.964, -0.921, -1.609], [-2.634, -2.295, -0.794]],
  "lowdin_charge": [-0.100, -0.007, -0.408, 0.188, 0.189, -0.073, 0.018, 0.070, -0.155, 0.301, 0.079, 0.098, 0.097, 0.129, 0.139, 0.163, 0.120, 0.084, 0.069],
  "smiles": "C/N=C(N)/N=C\\[N+](C)=C=O",
  "lumo_energy_ha": -0.1581,
  "multiplicity": 1,
  "charge": 1,
  "homo_ev": -13.223,
  "homo_lumo_gap_ha": 0.3279
}

Q | {
  "formula": "C5H9N4O",
  "method": "ωB97M-V with the def2-TZVPD basis set",
  "symbols": ["N", "C", "N", "N", "C", "O", "C", "C", "C", "N", "H", "H", "H", "H", "H", "H", "H", "H", "H"],
  "xyz": [[-2.636, 0.909, 1.091], [-1.414, 0.332, 1.142], [-0.778, 0.212, 2.308], [-0.761, 0.078, 0.002], [0.491, -0.382, -0.283], [1.139, -0.947, 0.793], [2.411, -1.365, 0.326], [2.504, -0.915, -0.951], [1.261, -0.347, -1.443], [1.118, 0.207, -2.619], [-2.862, 1.297, 1.907], [-3.406, 0.692, 0.521], [-1.257, 0.653, 3.156], [0.073, -0.293, 2.249], [-1.078, 0.507, -0.810], [3.068, -2.025, 0.952], [3.330, -1.103, -1.669], [0.223, 0.334, -3.016], [1.858, 0.273, -3.208]],
  "lowdin_charge": [0.224, -0.356, 0.226, 0.189, -0.236, -0.016, -0.027, 0.000, -0.259, 0.163, 0.062, 0.125, 0.187, 0.095, 0.149, 0.152, 0.137, 0.108, 0.079],
  "smiles": "NC(N)=[NH+]c1occc1N",
  "lumo_energy_ha": -0.1121,
  "multiplicity": 1,
  "charge": 1,
  "homo_ev": -11.144,
  "homo_lumo_gap_ha": 0.2974
}

R | {
  "formula": "C5H9N4O",
  "method": "ωB97M-V with the def2-TZVPD basis set",
  "symbols": ["H", "N", "C", "N", "N", "C", "C", "C", "C", "N", "O", "H", "H", "H", "H", "H", "H", "H", "H"],
  "xyz": [[-2.482, -0.692, 0.684], [-1.569, -0.900, 1.061], [-0.508, -0.418, 0.667], [-0.363, 0.233, -0.605], [-1.210, 0.006, -1.755], [-0.446, -0.267, -3.046], [0.601, -0.111, 1.528], [0.688, 0.208, 2.894], [2.046, 0.643, 2.951], [2.665, 0.444, 1.862], [1.801, 0.095, 0.943], [0.646, 0.429, -0.787], [-1.829, 0.838, -2.054], [-1.723, -0.845, -1.512], [0.498, -0.903, -2.908], [-1.031, -0.506, -3.852], [-0.073, 0.753, -3.407], [-0.238, -0.076, 3.419], [2.528, 1.068, 3.914]],
  "lowdin_charge": [0.077, 0.191, -0.366, 0.067, 0.027, 0.022, -0.220, 0.076, -0.123, 0.063, -0.012, 0.158, 0.229, 0.171, 0.143, 0.063, 0.131, 0.137, 0.165],
  "smiles": "[H]/N=C(\\N[NH2+]C)c1ccno1",
  "lumo_energy_ha": -0.1411,
  "multiplicity": 1,
  "charge": 1,
  "homo_ev": -13.342,
  "homo_lumo_gap_ha": 0.3492
}

In eV, relative to the most stable structure: P 1.619; Q 0.000; R 4.119.